The following is a quantum chemistry calculation of a cluster of 2 separate species, C22H20N4O2 in total in a non-equilibrium geometry, from the OMol25 dataset.

Computed properties:
- F_max (eV/A) = 3.90
- relative energy (zero: lowest compared OMol25 entry of this formula, charge and spin) (kcal per mole) = 106.85

Each atom is followed by the atoms it is bonded to, with distances in Å.
Cartesian coordinates (Å):
1 C 6.077 2.262 1.183  O2 1.443, H20 1.091, H21 1.097, H22 1.097
2 O 4.948 3.029 1.650  C1 1.443, C3 1.358
3 C 3.704 2.716 1.204  O2 1.358, C4 1.428, C19 1.420
4 C 2.609 3.464 1.734  C3 1.428, C5 1.378, H23 1.085
5 C 1.309 3.143 1.410  C4 1.378, C6 1.420, H24 1.089
6 C 1.005 2.051 0.554  C5 1.420, C7 1.438, C18 1.425
7 C -0.348 1.721 0.196  C6 1.438, C8 1.397, H25 1.091
8 C -0.627 0.984 -0.957  C7 1.397, C9 1.392, H26 1.092
9 C -1.889 0.583 -1.386  C8 1.392, C10 1.431, H27 1.095
10 C -2.099 -0.404 -2.401  C9 1.431, C11 1.424, C17 1.422
11 C -3.404 -0.676 -2.903  C10 1.424, C12 1.378, H28 1.089
12 C -3.623 -1.647 -3.857  C11 1.378, C13 1.424, H29 1.086
13 C -2.544 -2.422 -4.367  C12 1.424, O14 1.359, C16 1.422
14 O -2.848 -3.384 -5.277  C13 1.359, C15 1.444
15 C -1.786 -4.215 -5.794  O14 1.444, H30 1.091, H31 1.097, H32 1.097
16 C -1.231 -2.152 -3.892  C13 1.422, C17 1.381, H33 1.094
17 C -1.034 -1.188 -2.922  C10 1.422, C16 1.381, H34 1.096
18 C 2.110 1.371 -0.038  C6 1.425, C19 1.384, H35 1.087
19 C 3.422 1.686 0.268  C3 1.420, C18 1.384, H36 1.094
20 H 6.964 2.663 1.675  C1 1.091
21 H 5.957 1.205 1.450  C1 1.097
22 H 6.181 2.370 0.096  C1 1.097
23 H 2.839 4.271 2.423  C4 1.085
24 H 0.492 3.740 1.812  C5 1.089
25 H -1.168 2.118 0.797  C7 1.091
26 H 0.196 0.834 -1.658  C8 1.092
27 H -2.760 1.061 -0.924  C9 1.095
28 H -4.247 -0.100 -2.522  C11 1.089
29 H -4.619 -1.845 -4.242  C12 1.086
30 H -2.241 -4.924 -6.488  C15 1.091
31 H -1.052 -3.599 -6.327  C15 1.097
32 H -1.302 -4.763 -4.977  C15 1.097
33 H -0.380 -2.715 -4.287  C16 1.094
34 H -0.027 -1.026 -2.523  C17 1.096
35 H 1.913 0.561 -0.735  C18 1.087
36 H 4.241 1.115 -0.180  C19 1.094
37 C -1.442 -1.488 5.701  N38 1.329, C42 1.399, H46 1.100
38 N -0.485 -2.348 5.369  C37 1.329, C39 1.343
39 C 0.191 -2.221 4.215  N38 1.343, N40 1.370, H47 1.090
40 N 0.010 -1.240 3.276  C39 1.370, C41 1.308
41 C -0.918 -0.357 3.539  N40 1.308, C42 1.523, N45 1.374
42 C -1.738 -0.442 4.820  C37 1.399, C41 1.523, N43 1.350
43 N -2.612 0.586 4.806  C42 1.350, C44 1.383
44 C -2.375 1.271 3.627  N43 1.383, N45 1.375, H48 1.100
45 N -1.371 0.742 2.851  C41 1.374, C44 1.375
46 H -1.992 -1.592 6.647  C37 1.100
47 H 0.960 -2.960 3.990  C39 1.090
48 H -2.965 2.162 3.364  C44 1.100


The following is a quantum chemistry calculation of the ion C3H10N5 with charge +1 in a non-equilibrium geometry, from the OMol25 dataset.

Computed properties:
- charge = +1
- F_max (eV/A) = 4.35
- relative energy (zero: lowest compared OMol25 entry of this formula, charge and spin) (kcal per mole) = 102.02
- structure (SMILES) = C[N@@H+]1CN=NN1CN

Each atom is followed by the atoms it is bonded to, with distances in Å.
Cartesian coordinates (Å):
1 C 1.625 0.862 0.698  N4 1.468, N8 1.450, H9 1.043, H10 1.122
2 C -0.007 1.849 -0.803  N8 1.414, H11 1.034, H12 1.037, H13 1.075
3 C -1.043 -1.508 -0.410  N6 1.449, N7 1.414, H14 1.131, H15 1.093
4 N 2.192 -0.355 0.106  C1 1.468, N5 1.208
5 N 1.301 -1.079 -0.271  N4 1.208, N6 1.222
6 N 0.144 -0.686 -0.289  C3 1.449, N5 1.222, N8 1.674
7 N -1.632 -1.849 0.829  C3 1.414, H16 0.976, H17 1.037
8 N 0.258 0.905 0.217  C1 1.450, C2 1.414, N6 1.674, H18 1.030
9 H 1.707 0.804 1.736  C1 1.043
10 H 2.275 1.722 0.389  C1 1.122
11 H -0.989 1.867 -1.127  C2 1.034
12 H 0.313 2.754 -0.412  C2 1.037
13 H 0.694 1.692 -1.603  C2 1.075
14 H -0.616 -2.317 -1.076  C3 1.131
15 H -1.778 -1.087 -1.102  C3 1.093
16 H -1.275 -2.595 1.349  N7 0.976
17 H -2.662 -1.959 0.867  N7 1.037
18 H -0.506 0.979 0.904  N8 1.030


The following is a quantum chemistry calculation of the ion C4H13N4 with charge +1 in a non-equilibrium geometry, from the OMol25 dataset.

Computed properties:
- charge = +1
- F_max (eV/A) = 6.70
- relative energy (zero: lowest compared OMol25 entry of this formula, charge and spin) (kcal per mole) = 139.14
- structure (SMILES) = [H]/N=[N+](\C)[C@H](CC)NN

Each atom is followed by the atoms it is bonded to, with distances in Å.
Cartesian coordinates (Å):
1 C 1.981 1.248 0.352  C3 1.528, H9 1.127, H10 1.098, H11 1.098
2 C -1.243 -1.752 -1.157  N7 1.492, H12 1.138, H13 1.067, H14 1.027
3 C 0.892 1.372 -0.713  C1 1.528, C4 1.571, H15 1.155, H16 1.070
4 C -0.375 0.458 -0.547  C3 1.571, N6 1.564, N7 1.380, H17 1.061
5 N -0.709 -0.126 1.719  N6 1.386, H18 0.939, H19 1.006
6 N -1.147 0.788 0.773  C4 1.564, N5 1.386, H20 0.911
7 N -0.177 -0.907 -0.543  C2 1.492, C4 1.380, N8 1.279
8 N 0.365 -1.264 0.560  N7 1.279, H21 0.973
9 H 2.078 0.286 0.930  C1 1.127
10 H 1.843 2.111 1.017  C1 1.098
11 H 2.867 1.461 -0.260  C1 1.098
12 H -0.819 -2.517 -1.885  C2 1.138
13 H -1.861 -2.143 -0.380  C2 1.067
14 H -1.865 -1.220 -1.777  C2 1.027
15 H 0.489 2.454 -0.751  C3 1.155
16 H 1.269 1.196 -1.699  C3 1.070
17 H -1.000 0.640 -1.385  C4 1.061
18 H -1.283 -0.600 2.291  N5 0.939
19 H 0.225 0.055 2.047  N5 1.006
20 H -2.010 0.635 0.524  N6 0.911
21 H 0.480 -2.175 0.883  N8 0.973


Number 1: Kohn-Sham gap 3.8 eV. Number 2: Kohn-Sham gap 10.4 eV. Number 3: Kohn-Sham gap 9.5 eV.